Density functional theory data (ωB97M-V/def2-TZVPD) for C45H53BiClN6O6S2Si as an isolated structure in a non-equilibrium geometry.

CARTESIAN COORDINATES (ANGSTROEM)
Bi (0.584, -1.065, 0.348)
C (5.880, -1.476, 0.366)
C (4.597, -1.938, 0.666)
N (3.664, -1.985, -0.318)
C (3.910, -1.390, -1.491)
C (5.171, -0.854, -1.688)
N (6.153, -1.019, -0.845)
C (2.896, -1.234, -2.540)
C (3.038, -0.359, -3.564)
C (1.948, -0.137, -4.525)
C (0.858, -1.018, -4.385)
C (0.701, -1.765, -3.233)
N (1.773, -2.004, -2.400)
C (-0.582, -2.419, -2.846)
C (-1.555, -2.867, -3.781)
N (-2.743, -3.339, -3.402)
C (-3.044, -3.368, -2.124)
C (-2.091, -2.996, -1.201)
N (-0.872, -2.523, -1.541)
C (1.841, 0.931, -5.573)
C (1.026, 1.062, -6.716)
C (1.295, 2.109, -7.611)
N (2.139, 3.100, -7.395)
C (2.830, 3.047, -6.272)
C (2.654, 2.022, -5.334)
H (6.758, -1.441, 1.063)
H (4.372, -2.452, 1.663)
H (5.477, -0.278, -2.624)
H (3.854, 0.347, -3.667)
H (0.106, -1.163, -5.140)
H (-1.327, -2.841, -4.859)
H (-4.098, -3.510, -1.914)
H (-2.386, -3.045, -0.116)
H (0.316, 0.287, -7.018)
H (0.756, 2.106, -8.567)
H (3.508, 3.846, -6.077)
H (3.336, 2.080, -4.514)
Cl (6.423, 3.353, 0.487)
C (4.782, 2.865, 0.456)
C (4.030, 3.303, -0.643)
C (2.827, 2.669, -0.908)
C (2.403, 1.629, -0.111)
O (1.388, 0.902, -0.545)
C (3.035, 1.365, 1.159)
C (2.552, 0.550, 2.222)
O (1.507, -0.203, 2.268)
C (4.296, 1.897, 1.361)
H (4.399, 4.131, -1.246)
H (2.188, 2.953, -1.730)
H (3.122, 0.733, 3.127)
H (5.064, 1.464, 2.030)
C (-2.933, 3.868, 3.552)
C (-2.634, 2.439, 3.301)
C (-1.529, 1.812, 4.139)
C (-3.948, 1.722, 3.506)
O (-2.303, 2.328, 1.872)
Si (-2.569, 1.586, 0.461)
S (-1.853, -0.366, 0.912)
O (-1.931, 2.406, -0.773)
C (-1.565, 3.833, -0.925)
C (-0.825, 3.822, -2.242)
C (-0.512, 4.259, 0.038)
C (-2.859, 4.688, -0.984)
O (-4.197, 1.368, 0.290)
C (-5.202, 0.890, -0.645)
C (-6.276, 2.038, -0.645)
C (-4.556, 0.770, -2.048)
C (-5.788, -0.397, -0.140)
H (-3.575, 3.891, 4.496)
H (-3.437, 4.405, 2.737)
H (-2.021, 4.380, 3.876)
H (-1.913, 1.748, 5.160)
H (-0.613, 2.442, 4.199)
H (-1.263, 0.843, 3.610)
H (-4.506, 1.964, 4.492)
H (-3.852, 0.604, 3.674)
H (-4.761, 1.991, 2.723)
H (-0.054, 3.087, -2.342)
H (-0.395, 4.805, -2.483)
H (-1.390, 3.637, -3.101)
H (0.387, 3.632, -0.050)
H (-0.898, 4.215, 1.073)
H (-0.213, 5.323, -0.171)
H (-3.298, 4.566, -1.996)
H (-2.570, 5.731, -0.975)
H (-3.744, 4.460, -0.248)
H (-5.826, 3.037, -0.784)
H (-6.823, 1.990, 0.306)
H (-7.057, 1.950, -1.406)
H (-3.971, 1.630, -2.345)
H (-5.361, 0.489, -2.773)
H (-3.970, -0.159, -2.036)
H (-6.130, -0.267, 0.875)
H (-5.043, -1.197, -0.219)
H (-6.657, -0.713, -0.811)
C (3.928, -6.604, 5.969)
C (2.940, -5.843, 5.182)
C (2.649, -4.491, 5.556)
C (1.606, -3.807, 4.903)
C (1.073, -4.408, 3.798)
C (1.489, -5.625, 3.310)
C (2.357, -6.404, 4.060)
S (-0.239, -3.571, 3.030)
C (-1.440, -4.965, 3.046)
O (-0.069, -3.461, 1.487)
H (4.565, -5.943, 6.576)
H (4.600, -7.127, 5.261)
H (3.379, -7.369, 6.584)
H (3.106, -3.978, 6.423)
H (1.090, -3.039, 5.437)
H (1.256, -5.809, 2.311)
H (2.563, -7.443, 3.891)
H (-2.412, -4.443, 3.031)
H (-1.366, -5.513, 4.015)
H (-1.401, -5.766, 2.230)

As for the spin multiplicity: 1. Its charge is +1. The calculation puts the relative energy (zero: lowest compared OMol25 entry of this formula, charge and spin) at 30.20 kcal/mol. The value obtained for the frontier orbital gap (spin up / spin down) is 7.116 / 7.117 eV.

Atomic partial charges in e from the Löwdin method, atoms 1 to 4:
1 Bi 1.722
2 C -0.121
3 C -0.105
4 N 0.106

Density functional theory data (ωB97M-V/def2-TZVPD) for C45H53BrCl3CsN2O7P2SSi as an isolated structure in a non-equilibrium geometry.

CARTESIAN COORDINATES (ANGSTROEM)
Cs (0.341, 2.499, -2.217)
C (2.350, -2.641, -4.464)
N (1.330, -2.714, -3.419)
P (1.817, -3.142, -1.820)
C (3.418, -2.262, -1.633)
C (3.348, -1.025, -0.987)
C (4.475, -0.221, -0.878)
C (5.685, -0.651, -1.399)
C (5.769, -1.884, -2.036)
C (4.641, -2.682, -2.156)
C (2.360, -4.875, -2.074)
C (1.796, -5.686, -3.057)
C (2.120, -7.033, -3.139)
C (3.008, -7.597, -2.235)
C (3.565, -6.802, -1.241)
C (3.241, -5.457, -1.160)
P (0.272, -1.301, -3.381)
C (-1.142, -2.076, -2.519)
C (-1.742, -1.330, -1.512)
C (-2.767, -1.874, -0.748)
C (-3.202, -3.165, -0.991)
C (-2.594, -3.928, -1.985)
C (-1.563, -3.391, -2.735)
C (-0.278, -1.200, -5.132)
C (0.269, -0.150, -5.866)
C (-0.133, 0.101, -7.170)
C (-1.089, -0.709, -7.759)
C (-1.654, -1.754, -7.035)
C (-1.261, -1.991, -5.728)
H (2.981, -3.529, -4.426)
H (2.997, -1.761, -4.359)
H (1.866, -2.599, -5.441)
H (2.408, -0.677, -0.570)
H (4.399, 0.741, -0.393)
H (6.562, -0.022, -1.315)
H (6.713, -2.220, -2.448)
H (4.713, -3.638, -2.663)
H (1.098, -5.248, -3.760)
H (1.674, -7.645, -3.914)
H (3.261, -8.648, -2.299)
H (4.255, -7.231, -0.524)
H (3.679, -4.846, -0.379)
H (-1.371, -0.338, -1.262)
H (-3.168, -1.287, 0.063)
H (-3.991, -3.595, -0.385)
H (-2.909, -4.951, -2.155)
H (-1.053, -4.005, -3.469)
H (0.980, 0.517, -5.391)
H (0.259, 0.961, -7.693)
H (-1.425, -0.504, -8.768)
H (-2.427, -2.369, -7.482)
H (-1.738, -2.782, -5.166)
Cl (1.199, 5.083, -4.647)
C (-0.568, 4.923, -4.852)
Cl (-1.336, 5.471, -3.347)
Cl (-1.097, 5.974, -6.179)
C (-0.848, 3.371, -5.171)
O (-0.607, 3.054, -6.332)
O (-1.175, 2.726, -4.165)
C (-5.577, 1.412, 4.056)
C (-4.787, 0.630, 3.008)
C (-5.342, -0.786, 2.866)
C (-4.860, 1.361, 1.670)
O (-3.464, 0.495, 3.490)
Si (-2.075, 1.326, 3.083)
S (-1.193, 0.735, 1.347)
O (-1.175, 1.182, 4.476)
C (-0.739, 0.037, 5.193)
C (0.530, 0.446, 5.934)
C (-1.838, -0.334, 6.189)
C (-0.450, -1.147, 4.273)
O (-2.596, 2.910, 3.149)
C (-1.867, 4.094, 3.431)
C (-0.410, 3.993, 2.992)
C (-1.942, 4.353, 4.936)
C (-2.569, 5.212, 2.666)
H (-6.623, 1.527, 3.756)
H (-5.126, 2.398, 4.178)
H (-5.537, 0.890, 5.014)
H (-6.389, -0.769, 2.552)
H (-5.266, -1.310, 3.821)
H (-4.757, -1.334, 2.126)
H (-5.893, 1.389, 1.314)
H (-4.237, 0.868, 0.933)
H (-4.492, 2.383, 1.777)
H (0.308, 1.272, 6.616)
H (1.285, 0.781, 5.226)
H (0.926, -0.392, 6.516)
H (-2.037, 0.513, 6.850)
H (-1.538, -1.193, 6.794)
H (-2.756, -0.573, 5.648)
H (0.297, -0.876, 3.528)
H (-1.353, -1.449, 3.738)
H (-0.088, -1.994, 4.862)
H (0.110, 3.238, 3.582)
H (0.094, 4.953, 3.134)
H (-0.345, 3.702, 1.944)
H (-1.486, 3.518, 5.467)
H (-2.987, 4.437, 5.245)
H (-1.420, 5.277, 5.198)
H (-2.511, 5.015, 1.594)
H (-2.107, 6.179, 2.874)
H (-3.622, 5.252, 2.954)
Br (6.513, 4.542, 3.684)
C (4.970, 3.638, 3.019)
C (4.188, 2.908, 3.897)
N (3.101, 2.257, 3.497)
C (2.762, 2.322, 2.208)
C (3.502, 3.028, 1.264)
C (4.637, 3.704, 1.681)
C (3.098, 3.041, -0.212)
O (3.854, 3.638, -0.992)
O (2.036, 2.427, -0.483)
H (4.447, 2.847, 4.948)
H (1.867, 1.787, 1.899)
H (5.218, 4.253, 0.952)

As for the spin multiplicity: 1. Its charge is -2. The calculation puts the relative energy (zero: lowest compared OMol25 entry of this formula, charge and spin) at 16.64 kcal/mol. The value obtained for the frontier orbital gap is 6.225 eV.

Atomic partial charges in e from the Löwdin method, atoms 1 to 4:
1 Cs 1.218
2 C -0.178
3 N -0.538
4 P 1.030

Values of molar mass, in order: 1110.608, 1175.195, all in g/mol.